(1)
This record from OMol25 describes a molecular structure, C8H16O18S3Y in a non-equilibrium geometry. The level of theory is ωB97M-V/def2-TZVPD.

Atoms and positions in Å:
Y 1.512 0.234 0.781
S 3.567 2.297 -0.008
O 4.058 3.449 0.740
O 4.236 2.291 -1.317
O 3.748 0.982 0.625
O 2.070 2.244 -0.088
S 1.420 0.829 3.599
O 2.383 1.808 4.078
O 0.519 0.265 4.615
O 0.715 1.447 2.450
O 2.050 -0.298 2.875
S 2.235 -2.062 -0.944
O 2.423 -1.813 0.510
O 1.740 -0.683 -1.242
O 3.503 -2.452 -1.570
O 1.148 -3.001 -1.191
C -0.827 0.455 -4.522
C -0.807 0.375 -3.005
O -1.259 1.649 -2.523
C -1.018 1.898 -1.250
O -0.308 1.261 -0.561
O -1.523 3.082 -0.937
C -1.273 3.495 0.389
H -0.450 1.423 -4.855
H -1.797 0.322 -5.007
H -0.143 -0.299 -4.915
H 0.220 0.203 -2.661
H -1.361 -0.444 -2.546
H -2.051 3.106 1.054
H -1.350 4.579 0.500
H -0.285 3.219 0.765
C -2.763 -2.144 -1.019
C -3.014 -1.363 0.284
O -2.472 -2.097 1.362
C -1.242 -1.759 1.773
O -0.505 -1.076 1.127
O -0.970 -2.411 2.864
C 0.439 -2.550 3.202
H -3.175 -1.637 -1.894
H -3.200 -3.139 -0.958
H -1.678 -2.210 -1.138
H -4.090 -1.419 0.455
H -2.684 -0.332 0.192
H 0.712 -1.739 3.876
H 1.070 -2.478 2.315
H 0.475 -3.507 3.720

The calculation puts the LUMO energy at 6.235 eV. Its gap between HOMO and LUMO is 5.33 eV. As for the spin multiplicity: 1. The net charge is -3.

(2)
This record from OMol25 describes 2 unconnected molecules or ions with the total composition C8H16O2 in a non-equilibrium geometry. The level of theory is ωB97M-V/def2-TZVPD.

Atoms and positions in Å:
C -1.722 0.752 0.341
C -0.529 1.230 -0.484
C 1.133 1.508 0.205
C 1.012 1.409 1.707
O 1.967 0.590 -0.373
O 1.513 2.781 -0.177
H -1.669 1.117 1.364
H -2.648 1.123 -0.106
H -1.781 -0.331 0.392
H -0.559 0.904 -1.526
H -0.669 2.304 -0.625
H 0.674 0.415 1.988
H 0.309 2.150 2.075
H 1.990 1.606 2.151
H 1.932 -0.275 0.123
H 1.935 2.718 -1.043
C -0.683 -2.601 1.597
C -0.222 -2.208 0.559
C 0.333 -1.685 -0.669
C -0.525 -1.960 -1.909
H -1.150 -2.911 2.490
H 0.254 -0.446 -0.585
H 1.313 -2.156 -0.820
H -1.497 -1.479 -1.805
H -0.668 -3.027 -2.083
H -0.043 -1.529 -2.787

Its structure (SMILES) is CCC(C)(O)O.C#CCC. The calculation puts the LUMO energy at 0.845 eV. The energy above the lowest of the compared OMol25 structures with the same formula, charge and spin comes out at 4.596 eV. Its gap between HOMO and LUMO is 10.04 eV. As for the spin multiplicity: 1.

> Which of these has the lowest gap between HOMO and LUMO?

C8H16O18S3Y